# 1
{
  "formula": "C3H4N2S",
  "method": "ωB97M-V/def2-TZVPD",
  "species": ["C", "C", "C", "H", "H", "H", "H", "N", "N", "S"],
  "positions_angstrom": [[0.24907, 1.35454, 0.22985], [0.27581, -1.35692, 0.10090], [-1.13125, 1.02532, -0.11016], [0.36254, 1.49577, 1.30596], [0.47448, 2.33376, -0.31937], [0.67849, -2.40649, 0.07896], [-1.75483, 1.88663, -0.40248], [-0.98956, -1.26098, 0.07575], [-1.71392, -0.11942, -0.08062], [1.42511, 0.01347, -0.12203]],
  "forces_ev_per_angstrom": [[1.2, 1.2, 0.0], [0.3, 0.3, -0.9], [-1.6, -0.7, -0.1], [-0.3, 0.5, 0.0], [0.3, -1.5, 0.8], [-0.1, 1.3, 0.2], [0.0, -0.5, 0.3], [0.3, -1.7, 1.2], [0.1, 2.0, -1.1], [-0.3, -0.8, -0.4]],
  "nbo_charge": [-0.62, -0.06, 0.09, 0.24, 0.25, 0.22, 0.19, -0.31, -0.24, 0.22],
  "e_homo_ev": -9.1,
  "lumo_ev": 0.07,
  "mol_weight_g_mol": 100.1,
  "multiplicity": 1,
  "relative_energy_ev": 2.541,
  "smiles": "C1=NN=CSC1"
}



# 2
{
  "formula": "C39H34N12NaO4S6",
  "method": "ωB97M-V/def2-TZVPD",
  "species": ["Na", "N", "C", "N", "C", "N", "C", "C", "N", "C", "C", "N", "H", "H", "H", "H", "H", "C", "C", "C", "C", "C", "C", "N", "N", "C", "C", "C", "C", "C", "N", "H", "H", "H", "H", "H", "H", "H", "H", "H", "O", "C", "C", "C", "C", "C", "C", "C", "O", "N", "O", "O", "H", "H", "H", "H", "C", "S", "C", "C", "S", "S", "C", "S", "S", "H", "H", "H", "C", "C", "C", "N", "C", "C", "H", "H", "H", "H", "H", "C", "C", "C", "C", "N", "C", "S", "N", "C", "H", "H", "H", "H", "H", "H", "H", "H"],
  "positions_angstrom": [[-0.05465, -0.75487, -0.19987], [3.38342, -4.35017, 0.01314], [2.36149, -3.68763, 0.58417], [1.86932, -2.82824, -0.27068], [2.65267, -2.99051, -1.36431], [3.59194, -3.90939, -1.24325], [2.49496, -2.13828, -2.55220], [3.21847, -2.35117, -3.72541], [3.09627, -1.54919, -4.77615], [2.25731, -0.52145, -4.64257], [1.53813, -0.30175, -3.47747], [1.64861, -1.11935, -2.43518], [3.99854, -5.03494, 0.41850], [2.03692, -3.83565, 1.60342], [3.90292, -3.18713, -3.80161], [2.15523, 0.14458, -5.49193], [0.86958, 0.54698, -3.36212], [-0.30599, -2.47030, 5.44460], [-0.61980, -3.70891, 4.88623], [-0.77736, -3.83663, 3.51962], [-0.59877, -2.71757, 2.70190], [-0.26611, -1.48765, 3.25530], [-0.13850, -1.36267, 4.63171], [-0.74137, -2.74148, 1.28366], [-1.20261, -3.78994, 0.83305], [-1.36379, -3.82577, -0.58430], [-1.94395, -4.98613, -1.07894], [-2.13751, -5.09909, -2.44479], [-1.74365, -4.05196, -3.26020], [-1.16727, -2.93560, -2.66711], [-0.97461, -2.82190, -1.35891], [-0.19303, -2.37419, 6.51773], [-0.74944, -4.57324, 5.52634], [-1.03518, -4.78633, 3.07139], [-0.14331, -0.63007, 2.60627], [0.09570, -0.39724, 5.06249], [-2.23353, -5.76233, -0.38398], [-2.59064, -5.98812, -2.86493], [-1.87839, -4.08732, -4.33284], [-0.85282, -2.09052, -3.26970], [-3.07367, -1.21066, -0.12396], [-3.81872, -0.65774, 0.66138], [-3.50806, 0.36720, 1.64805], [-4.56310, 0.78211, 2.44993], [-4.38649, 1.72881, 3.43515], [-3.10954, 2.29369, 3.65627], [-2.05632, 1.91340, 2.88495], [-2.18596, 0.93933, 1.82255], [-1.20081, 0.63266, 1.11427], [-5.50534, 2.13776, 4.23498], [-5.32854, 2.99407, 5.09024], [-6.60316, 1.63693, 4.01583], [-4.89392, -0.94754, 0.67495], [-5.54814, 0.35403, 2.30525], [-2.98512, 3.02576, 4.44248], [-1.07277, 2.34299, 3.04561], [5.50022, -0.89326, 4.66248], [3.82269, -1.13140, 5.30237], [3.00106, 0.19745, 4.51914], [2.74123, 0.27903, 3.18297], [3.09930, -0.80557, 1.91697], [1.84621, 1.73734, 2.74904], [1.68498, 2.45479, 4.30578], [0.91326, 3.89568, 4.57454], [2.45047, 1.52207, 5.52680], [6.11178, -1.71484, 5.03574], [5.91156, 0.05460, 5.00570], [5.46560, -0.92743, 3.57318], [2.37074, 3.92208, -0.29942], [0.99025, 3.79184, -0.26819], [0.43650, 2.53533, -0.46863], [1.16849, 1.44023, -0.67744], [2.49267, 1.57697, -0.70795], [3.13945, 2.79344, -0.53434], [2.83897, 4.88286, -0.12094], [0.34814, 4.63837, -0.06260], [-0.63663, 2.38555, -0.43658], [3.06476, 0.66610, -0.84505], [4.22048, 2.83662, -0.54587], [-3.28308, 4.28926, -5.91396], [-2.17321, 3.68960, -5.11333], [-0.91072, 4.18731, -5.04237], [0.02223, 3.49414, -4.22532], [-0.28616, 2.41554, -3.55165], [-1.54848, 1.90166, -3.59852], [-2.04797, 0.59259, -2.72349], [-2.46045, 2.57670, -4.40404], [1.43318, 3.97712, -4.08602], [-2.93837, 5.17668, -6.43801], [-4.11226, 4.56669, -5.26076], [-3.65676, 3.57146, -6.64640], [-0.63374, 5.07808, -5.58600], [-3.39103, 2.18141, -4.41362], [1.59651, 4.92493, -4.59674], [2.11431, 3.22567, -4.49089], [1.67429, 4.07365, -3.02553]],
  "forces_ev_per_angstrom": [[0.1, -0.1, -0.1], [0.0, -0.1, 0.1], [0.1, 0.0, 0.0], [-0.1, 0.0, 0.0], [0.0, 0.0, 0.0], [0.0, 0.0, 0.0], [0.0, 0.1, 0.0], [0.0, 0.0, 0.0], [0.0, 0.0, 0.0], [0.1, -0.1, 0.0], [0.0, 0.0, 0.0], [0.0, 0.0, 0.0], [0.0, 0.1, 0.0], [0.0, 0.0, 0.0], [0.0, 0.0, 0.0], [0.0, 0.0, 0.0], [0.1, -0.1, 0.0], [0.0, -0.1, 0.0], [0.0, 0.0, 0.0], [0.0, 0.0, -0.1], [0.0, 0.0, 0.2], [0.0, 0.0, -0.1], [0.0, 0.0, 0.0], [0.1, 0.4, 0.1], [-0.2, -0.4, -0.1], [0.0, 0.0, -0.2], [0.0, 0.0, 0.0], [0.0, 0.0, 0.0], [0.0, 0.0, 0.0], [0.0, 0.0, 0.1], [0.0, 0.1, 0.0], [0.0, 0.0, 0.0], [0.0, 0.0, 0.0], [0.0, 0.0, 0.0], [0.0, 0.0, 0.0], [0.0, 0.0, 0.0], [0.0, 0.0, 0.0], [0.0, 0.0, 0.0], [0.0, 0.0, 0.0], [0.0, 0.0, 0.0], [0.0, 0.1, 0.0], [0.0, 0.0, 0.0], [0.1, 0.0, 0.0], [-0.1, 0.0, 0.0], [0.1, 0.0, 0.0], [-0.1, 0.0, 0.0], [0.0, 0.0, 0.0], [0.0, 0.0, 0.0], [-0.1, 0.0, 0.0], [0.0, 0.1, -0.2], [0.0, 0.0, 0.1], [0.0, -0.1, 0.0], [0.0, 0.0, 0.0], [0.0, 0.0, 0.0], [0.0, 0.0, 0.0], [-0.1, 0.0, 0.0], [0.0, 0.0, -0.1], [0.0, 0.0, 0.0], [0.0, 0.0, -0.1], [-0.1, 0.1, 0.1], [0.0, 0.0, 0.0], [0.0, 0.0, 0.0], [0.2, 0.0, 0.0], [0.0, 0.0, 0.0], [0.0, 0.0, 0.0], [0.0, 0.0, 0.0], [0.0, 0.0, 0.0], [0.0, 0.0, 0.0], [0.0, 0.0, 0.0], [0.0, 0.0, 0.0], [0.0, 0.0, 0.0], [0.0, 0.1, 0.0], [0.0, 0.0, 0.0], [0.0, 0.0, 0.0], [0.0, 0.0, 0.0], [0.0, 0.0, 0.0], [0.0, 0.0, 0.0], [0.0, 0.0, 0.0], [0.0, 0.0, 0.0], [0.0, 0.0, 0.0], [-0.1, 0.0, 0.0], [0.1, 0.0, 0.0], [0.0, 0.0, 0.1], [0.0, 0.0, -0.1], [0.0, 0.1, 0.1], [0.0, 0.0, -0.1], [0.0, -0.1, 0.0], [0.0, 0.0, 0.0], [0.0, 0.0, 0.0], [0.0, 0.0, 0.0], [0.0, 0.0, 0.0], [0.0, 0.0, 0.0], [0.0, 0.0, 0.0], [0.0, 0.0, 0.0], [0.0, 0.0, 0.0], [0.0, 0.0, 0.0]],
  "mulliken_charge": [1.24, 0.13, -0.64, 0.47, 0.06, -0.91, 0.22, -0.48, -0.70, -0.43, -0.39, 0.96, 0.22, 0.47, 0.49, 0.43, 0.12, -0.71, -0.70, -0.48, -0.80, 0.99, -0.88, 1.84, -0.91, -0.34, -0.48, -0.44, -1.03, -0.47, 0.72, 0.43, 0.38, 0.46, 0.12, 0.50, 0.53, 0.38, 0.44, 0.29, -0.31, -0.89, 1.28, -0.33, -0.78, -0.65, -0.02, -0.61, 0.33, 1.03, -0.67, -0.68, 0.11, 0.48, 0.55, -0.05, -0.77, -0.06, 0.03, -0.34, -0.30, 0.25, 0.00, -0.31, -0.21, 0.34, 0.25, 0.19, -0.58, -0.91, -0.70, 1.80, -0.57, -0.88, 0.40, 0.46, 0.46, 0.10, 0.50, -1.45, 0.75, -1.05, 0.84, 0.08, -0.36, -0.44, 0.09, -0.79, 0.35, 0.35, 0.35, 0.37, 0.30, 0.39, 0.20, 0.00],
  "charge": -1,
  "e_homo_ev": -4.1,
  "lumo_ev": 1.48,
  "mol_weight_g_mol": 950.2,
  "multiplicity": 1,
  "relative_energy_ev": 0.000
}



# 3
{
  "formula": "C5H12N2O",
  "method": "ωB97M-V/def2-TZVPD",
  "species": ["C", "C", "C", "C", "N", "C", "N", "O", "H", "H", "H", "H", "H", "H", "H", "H", "H", "H", "H", "H"],
  "positions_angstrom": [[-1.44302, -0.15377, 0.24179], [0.76316, -1.36951, -0.49273], [1.99996, 0.68304, 0.18643], [-1.38507, 0.72085, -1.00408], [1.48151, -0.22623, -0.99453], [-0.09669, -0.80014, 0.65570], [-2.04690, 0.56781, 1.34102], [0.11969, -1.10728, 1.80760], [2.31318, -0.55429, -1.48775], [-2.08402, -1.02537, 0.03678], [-1.94232, 0.03936, 2.20627], [-1.61235, 1.47867, 1.46091], [0.13424, -1.79468, -1.28545], [1.41966, -2.13473, -0.04508], [2.83666, 0.18385, 0.68686], [1.30042, 1.06800, 0.92556], [2.36407, 1.58054, -0.31450], [-2.38040, 1.12516, -1.20558], [-1.04918, 0.16656, -1.86799], [-0.69262, 1.55216, -0.85121]],
  "forces_ev_per_angstrom": [[0.5, 0.4, 0.4], [0.0, 0.2, 1.1], [0.8, -0.6, -2.3], [-0.2, 0.1, 0.3], [1.0, 1.8, 1.4], [-1.3, -2.1, -0.5], [-0.3, 0.0, 0.2], [0.1, 0.6, -0.4], [-0.2, 0.4, 0.2], [0.2, 0.0, -0.1], [0.1, 0.2, -0.2], [0.0, -0.2, 0.0], [0.1, 0.0, 0.2], [-0.3, 0.0, -0.1], [-0.2, 0.1, 0.2], [-0.5, -0.6, -0.3], [0.3, -0.1, 0.0], [0.1, -0.1, 0.1], [0.1, -0.1, -0.2], [-0.1, 0.0, -0.1]],
  "nbo_charge": [-0.16, -0.33, -0.45, -0.61, -0.62, 0.61, -0.83, -0.56, 0.36, 0.21, 0.38, 0.35, 0.20, 0.19, 0.19, 0.21, 0.21, 0.22, 0.22, 0.21],
  "e_homo_ev": -9.0,
  "lumo_ev": 0.73,
  "mol_weight_g_mol": 116.2,
  "multiplicity": 1,
  "relative_energy_ev": 2.103,
  "smiles": "CNCC(=O)[C@H](C)N"
}



# 4
{
  "formula": "C11H27NO4S2",
  "method": "ωB97M-V/def2-TZVPD",
  "species": ["C", "C", "C", "C", "C", "C", "N", "O", "C", "O", "H", "H", "H", "H", "H", "H", "H", "H", "H", "H", "H", "H", "H", "H", "H", "C", "S", "O", "C", "H", "H", "H", "H", "H", "H", "C", "S", "O", "C", "H", "H", "H", "H", "H", "H"],
  "positions_angstrom": [[-2.33177, 0.81306, -2.90440], [-1.31664, -0.41273, -3.11192], [0.16711, 0.18536, -3.09255], [1.31647, -0.92933, -3.06926], [2.78511, -0.39289, -2.68147], [2.92590, 1.19452, -2.56474], [4.32706, 1.47657, -2.03454], [-1.62016, -1.28073, -4.24130], [-1.01753, -0.84973, -5.44065], [-0.77785, -1.72698, -6.31547], [-2.54284, 0.86725, -1.77008], [-3.31634, 0.71703, -3.46612], [-1.77603, 1.79029, -3.14900], [-1.40409, -1.07149, -2.17011], [0.38974, 0.94720, -3.91441], [0.25911, 0.76734, -2.09892], [1.07695, -1.83434, -2.41311], [1.39334, -1.33974, -4.14601], [3.09677, -0.93432, -1.71666], [3.51756, -0.75484, -3.49388], [2.73477, 1.76855, -3.52878], [2.21602, 1.61990, -1.76112], [4.20010, 1.82534, -1.06630], [4.66997, 2.30873, -2.54606], [-0.72412, 0.21804, -5.69914], [-1.81131, -1.34432, 2.18984], [-0.34893, -0.65604, 1.38784], [-0.60892, -0.64608, -0.08646], [0.73298, -2.05722, 1.73750], [-2.63730, -0.64329, 2.06112], [-2.07229, -2.30017, 1.73117], [-1.61369, -1.47832, 3.25316], [0.31224, -2.96882, 1.30897], [0.84770, -2.16687, 2.81723], [1.70768, -1.86193, 1.28816], [-2.04971, 1.80673, 5.19503], [-0.45728, 0.98912, 5.42679], [-0.54331, -0.35338, 4.77374], [-0.63230, 0.73741, 7.20574], [-2.17387, 2.02515, 4.13363], [-2.85724, 1.15164, 5.52707], [-2.06602, 2.74003, 5.76029], [-1.52796, 0.14882, 7.41257], [-0.69457, 1.70532, 7.70597], [0.24551, 0.20015, 7.56663]],
  "forces_ev_per_angstrom": [[0.5, 0.1, 0.7], [0.2, 1.1, 1.8], [0.5, -0.4, 1.3], [0.2, -0.2, -1.3], [-0.3, -0.2, -0.6], [0.0, -0.4, 1.4], [-0.9, 1.2, -0.3], [1.7, 2.2, -1.7], [0.3, -4.2, -2.4], [-1.0, 3.4, 3.1], [0.2, -0.1, -1.8], [1.4, 0.1, 0.6], [-1.1, -1.3, 0.1], [0.2, 0.8, -1.8], [-0.5, -1.1, 0.9], [-0.5, -0.9, -1.5], [0.0, 1.5, -0.8], [-0.2, 0.5, 1.6], [-0.3, 1.3, -1.2], [-1.0, 0.6, 1.3], [0.3, -1.0, 1.1], [0.7, -0.8, -1.5], [0.3, -0.4, -0.8], [-0.1, -0.7, 0.4], [-0.7, -1.0, 1.1], [-0.1, -0.2, 0.0], [-0.1, -0.1, 0.1], [0.0, -0.1, 0.2], [0.1, -0.1, 0.0], [0.1, 0.0, -0.1], [0.1, 0.1, -0.1], [0.1, 0.1, -0.1], [-0.1, 0.1, 0.0], [-0.1, 0.1, 0.0], [-0.1, 0.1, 0.0], [-0.1, -0.1, 0.0], [0.0, 0.0, 0.0], [0.0, 0.3, 0.3], [-0.1, -0.1, 0.1], [0.1, 0.0, 0.1], [0.1, 0.0, 0.0], [0.1, 0.0, 0.0], [0.0, 0.0, -0.1], [0.0, 0.0, -0.1], [0.0, 0.1, -0.1]],
  "nbo_charge": [-0.66, 0.07, -0.45, -0.42, -0.41, -0.23, -0.84, -0.51, 0.61, -0.57, 0.23, 0.22, 0.20, 0.24, 0.20, 0.24, 0.22, 0.20, 0.21, 0.21, 0.19, 0.18, 0.35, 0.35, 0.15, -0.84, 1.25, -1.01, -0.83, 0.23, 0.22, 0.27, 0.23, 0.24, 0.24, -0.83, 1.25, -1.01, -0.83, 0.24, 0.23, 0.23, 0.23, 0.23, 0.24],
  "e_homo_ev": -8.9,
  "lumo_ev": 0.34,
  "mol_weight_g_mol": 301.5,
  "multiplicity": 1
}



# 5
{
  "formula": "C2H9NS",
  "method": "ωB97M-V/def2-TZVPD",
  "species": ["S", "H", "C", "C", "N", "H", "H", "H", "H", "H", "H", "H", "H"],
  "positions_angstrom": [[0.80193, -0.50199, 3.88306], [0.10244, -1.27331, 4.71634], [0.85617, -0.60908, -1.19257], [-0.41428, 0.20204, -1.33420], [-0.74614, 0.83466, 0.00711], [1.19015, -0.80513, -2.21292], [1.65484, -0.06085, -0.69530], [0.71730, -1.54839, -0.66580], [-0.28533, 1.07314, -1.97294], [-1.31369, -0.31614, -1.64995], [-1.39518, 1.60942, -0.14548], [0.05861, 1.15375, 0.56051], [-1.22680, 0.24190, 0.70214]],
  "forces_ev_per_angstrom": [[0.0, 0.4, -0.7], [-0.2, -0.1, 0.0], [-0.1, -0.2, -0.8], [0.4, 0.7, 1.1], [-0.9, 0.1, 0.8], [0.1, -0.3, 0.1], [-0.1, 0.2, 0.0], [-0.1, 0.0, 0.0], [0.2, -0.2, -0.2], [0.1, -0.3, 0.0], [0.3, 0.2, 0.2], [0.2, 0.1, -0.3], [0.2, -0.5, -0.2]],
  "nbo_charge": [-1.06, 0.10, -0.64, -0.20, -0.69, 0.24, 0.23, 0.25, 0.21, 0.23, 0.43, 0.46, 0.46],
  "e_homo_ev": -5.6,
  "lumo_ev": -0.80,
  "mol_weight_g_mol": 79.2,
  "multiplicity": 1,
  "relative_energy_ev": 2.590
}